One molecule with the formula C3H9N3O at a distorted geometry, computed with ωB97M-V/def2-TZVPD.

- Total energy: -9771.72443 eV
- Kohn-Sham gap: 0.338 hartree
- 2S+1: 1
- F_max: 2.81 eV/A
- Structure (SMILES): CO/N=C(\C)NN
- E_HOMO: -8.18 eV
- ΔE to the lowest compared entry with this formula, charge and spin: 368.07 kJ/mol

CARTESIAN COORDINATES (ANGSTROEM)
O1 1.305 -0.041 -0.754
N1 -2.076 1.338 1.060
N2 0.136 0.493 -0.180
N3 -1.773 -0.030 0.978
C1 2.129 0.947 -1.308
C2 -0.546 -0.441 0.407
C3 -0.190 -1.891 0.408
H1 0.745 -2.019 0.966
H2 2.695 1.580 -0.577
H3 -1.255 1.748 1.571
H4 -2.171 1.841 0.086
H5 1.647 1.530 -2.065
H6 0.062 -2.287 -0.613
H7 2.902 0.334 -1.844
H8 -0.998 -2.445 0.809
H9 -2.611 -0.657 1.057



One molecule with the formula C3H9N3O at a distorted geometry, computed with ωB97M-V/def2-TZVPD.

- Total energy: -9773.71822 eV
- Kohn-Sham gap: 0.367 hartree
- 2S+1: 1
- F_max: 3.99 eV/A
- Structure (SMILES): CN(C)NC(N)=O
- E_HOMO: -9.15 eV
- ΔE to the lowest compared entry with this formula, charge and spin: 175.69 kJ/mol

CARTESIAN COORDINATES (ANGSTROEM)
O1 1.455 -0.864 1.398
N1 -0.489 -1.182 2.553
N2 -0.496 -0.453 0.346
N3 0.490 0.181 -0.777
C1 0.578 1.602 -0.548
C2 0.231 -0.880 1.406
C3 -0.113 -0.180 -2.033
H1 -0.185 -1.264 -2.092
H2 1.010 1.771 0.437
H3 -1.444 -1.482 2.446
H4 0.041 -1.695 3.240
H5 -0.392 2.113 -0.626
H6 -1.108 0.263 -2.180
H7 0.574 0.145 -2.820
H8 1.274 2.006 -1.288
H9 -1.426 -0.081 0.536



A 2-piece molecular cluster, C3H9N3O2 overall, computed with ωB97M-V/def2-TZVPD.

- Total energy: -11823.35840 eV
- Kohn-Sham gap: 0.382 hartree
- 2S+1: 1
- F_max: 0.31 eV/A
- Structure (SMILES): NC(N)=O.CNC=O
- E_HOMO: -9.85 eV
- ΔE to the lowest compared entry with this formula, charge and spin: 67.63 kJ/mol

CARTESIAN COORDINATES (ANGSTROEM)
O1 0.282 -1.162 -3.178
O2 0.209 2.330 -0.127
N1 -0.534 -1.723 -1.135
N2 1.676 -1.061 -1.378
N3 -0.931 0.888 1.204
C1 0.016 0.930 2.305
C2 -0.772 1.658 0.098
C3 0.459 -1.303 -1.986
H1 -1.843 0.500 1.370
H2 -0.026 -0.003 2.862
H3 2.295 -0.553 -1.992
H4 1.652 -0.713 -0.432
H5 1.012 1.063 1.892
H6 -1.631 1.590 -0.587
H7 -0.298 -2.220 -0.294
H8 -0.176 1.776 2.963
H9 -1.390 -1.998 -1.586



One molecule with the formula C3H9N3O2 at a distorted geometry, computed with ωB97M-V/def2-TZVPD.

- Total energy: -11817.65423 eV
- Kohn-Sham gap: 0.285 hartree
- 2S+1: 1
- F_max: 3.36 eV/A
- E_HOMO: -7.38 eV
- ΔE to the lowest compared entry with this formula, charge and spin: 617.99 kJ/mol

CARTESIAN COORDINATES (ANGSTROEM)
O1 1.736 -0.802 -0.940
O2 -1.736 -0.593 -0.536
N1 1.025 0.268 -1.216
N2 -1.355 0.064 1.593
N3 -0.028 -1.661 0.684
C1 -0.932 -0.697 0.534
C2 1.227 1.318 -0.201
C3 -0.665 -0.106 -1.414
H1 1.278 0.930 0.823
H2 0.343 -1.736 1.622
H3 -0.506 -0.883 -2.157
H4 0.922 -1.560 -0.066
H5 0.470 2.091 -0.306
H6 -0.797 0.120 2.431
H7 2.203 1.755 -0.418
H8 -1.051 0.813 -1.851
H9 -2.133 0.679 1.417



C3H9N3O2 as an isolated structure at a distorted geometry, computed with ωB97M-V/def2-TZVPD.

- Total energy: -11819.05823 eV
- Kohn-Sham gap (alpha / beta): 0.338 / 0.338 hartree
- 2S+1: 1
- F_max: 2.20 eV/A
- E_HOMO (alpha / beta): -8.54 / -8.53 eV
- ΔE to the lowest compared entry with this formula, charge and spin: 482.53 kJ/mol

CARTESIAN COORDINATES (ANGSTROEM)
O1 -0.956 -0.791 1.231
O2 0.225 1.842 0.518
N1 2.195 0.681 0.040
N2 -0.848 0.806 -0.562
N3 -2.071 1.042 -0.191
C1 -0.196 -0.307 0.151
C2 0.211 -1.404 -0.813
C3 0.931 0.687 0.729
H1 -0.668 -1.923 -1.201
H2 0.755 -0.986 -1.656
H3 2.650 -0.223 0.044
H4 2.092 1.028 -0.906
H5 1.115 0.430 1.788
H6 -1.518 -1.513 0.927
H7 -2.289 0.880 0.797
H8 0.845 -2.122 -0.292
H9 -2.472 1.873 -0.607



C3H9N3OS as an isolated structure at a distorted geometry, computed with ωB97M-V/def2-TZVPD.

- Total energy: -20602.50494 eV
- Kohn-Sham gap: 0.332 hartree
- 2S+1: 1
- F_max: 7.49 eV/A
- E_HOMO: -8.76 eV
- ΔE to the lowest compared entry with this formula, charge and spin: 734.95 kJ/mol

CARTESIAN COORDINATES (ANGSTROEM)
S1 -0.858 2.150 -0.055
O1 0.015 0.898 -2.483
N1 0.448 -1.379 0.769
N2 0.276 0.115 -1.330
N3 0.397 -0.133 1.014
C1 1.574 -2.184 1.374
C2 -1.044 -1.853 0.833
C3 0.043 0.662 -0.101
H1 2.523 -1.968 0.372
H2 0.181 0.333 1.879
H3 2.028 -1.556 2.660
H4 1.186 -3.366 1.199
H5 0.825 -0.670 -1.481
H6 -1.310 -2.958 0.123
H7 -0.109 1.833 -1.926
H8 -1.700 -1.160 0.262
H9 -1.304 -2.045 1.846



An isolated ion of composition C3H9N3P and charge +1 at a distorted geometry, computed with ωB97M-V/def2-TZVPD.

- Total energy: -17006.58459 eV
- Kohn-Sham gap: 0.299 hartree
- 2S+1: 1
- F_max: 6.78 eV/A
- Structure (SMILES): [H]/P=N/[C@@H](C)/[NH+]=C/N
- Net charge: +1
- E_HOMO: -12.35 eV
- ΔE to the lowest compared entry with this formula, charge and spin: 224.59 kJ/mol

CARTESIAN COORDINATES (ANGSTROEM)
P1 -1.781 -2.337 1.284
N1 1.123 2.784 0.032
N2 -0.904 -1.097 1.457
N3 0.196 0.643 -0.150
C1 -0.419 -1.401 -1.269
C2 1.160 1.474 0.165
C3 0.112 -0.688 0.003
H1 0.134 3.158 -0.225
H2 -2.463 -2.459 2.629
H3 1.130 -1.069 0.311
H4 0.507 -1.598 -1.911
H5 1.820 3.500 0.297
H6 -0.913 -2.346 -0.957
H7 2.114 0.987 0.164
H8 -0.705 1.071 -0.155
H9 -1.111 -0.621 -1.675



One molecule with the formula C3H9N3S at a distorted geometry, computed with ωB97M-V/def2-TZVPD.

- Total energy: -18556.39003 eV
- Kohn-Sham gap: 0.339 hartree
- 2S+1: 1
- F_max: 5.27 eV/A
- Structure (SMILES): CN(C)/N=C\NS
- E_HOMO: -8.64 eV
- ΔE to the lowest compared entry with this formula, charge and spin: 606.84 kJ/mol

CARTESIAN COORDINATES (ANGSTROEM)
S1 -1.232 -1.160 3.304
N1 0.167 1.030 0.478
N2 -0.379 -1.109 1.728
N3 -0.282 0.336 -0.794
C1 0.068 0.232 1.539
C2 -0.273 1.274 -2.183
C3 0.815 -0.603 -1.092
H1 -1.144 -1.265 1.039
H2 1.517 0.166 -1.631
H3 1.186 -0.642 0.116
H4 0.497 -1.799 -1.514
H5 -0.477 0.638 -3.094
H6 -1.157 1.887 -1.969
H7 0.842 1.866 -2.240
H8 0.212 1.080 2.374
H9 -0.361 -1.930 3.939



C3H9N3S2 as an isolated structure at a distorted geometry, computed with ωB97M-V/def2-TZVPD.

- Total energy: -29379.45205 eV
- Kohn-Sham gap: 0.313 hartree
- 2S+1: 1
- F_max: 3.06 eV/A
- Net charge: +2
- E_HOMO: -17.79 eV
- ΔE to the lowest compared entry with this formula, charge and spin: 0.00 kJ/mol

CARTESIAN COORDINATES (ANGSTROEM)
S1 -3.131 1.143 -0.130
S2 -4.627 -0.065 0.142
N1 1.350 2.393 0.314
N2 -1.368 -1.357 0.562
N3 0.098 0.424 0.190
C1 0.231 1.751 0.323
C2 -1.138 -0.116 0.347
C3 1.247 -0.440 -0.085
H1 -4.785 -0.560 -1.116
H2 -0.696 2.302 0.479
H3 -2.334 -1.667 0.678
H4 1.732 -0.768 0.837
H5 -0.664 -2.085 0.702
H6 0.923 -1.314 -0.649
H7 1.366 3.402 0.439
H8 2.257 1.946 0.193
H9 1.975 0.079 -0.709



A 2-piece molecular cluster, C3H9N4 overall at a distorted geometry, computed with ωB97M-V/def2-TZVPD.

- Total energy: -9210.72580 eV
- Kohn-Sham gap: 0.413 hartree
- 2S+1: 1
- F_max: 3.50 eV/A
- Net charge: +1
- E_HOMO: -14.40 eV
- ΔE to the lowest compared entry with this formula, charge and spin: 86.42 kJ/mol

CARTESIAN COORDINATES (ANGSTROEM)
N1 -4.208 -0.261 -0.815
N2 -0.597 0.586 -0.615
N3 -3.203 0.185 -0.836
N4 -0.448 -1.242 0.737
C1 0.277 -0.235 1.451
C2 -0.380 -0.906 -0.614
C3 0.285 0.968 0.537
H1 -1.582 0.636 -0.464
H2 1.275 -0.608 1.799
H3 -0.351 1.007 -1.463
H4 -1.446 -1.237 1.044
H5 -0.208 1.874 1.018
H6 0.553 -1.186 -1.067
H7 -1.201 -1.343 -1.216
H8 1.301 1.271 0.126
H9 -0.171 -0.176 2.498



C3H9N4 as an isolated structure at a distorted geometry, computed with ωB97M-V/def2-TZVPD.

- Total energy: -9204.71007 eV
- Kohn-Sham gap: 0.341 hartree
- 2S+1: 1
- F_max: 6.39 eV/A
- Net charge: +1
- E_HOMO: -14.09 eV
- ΔE to the lowest compared entry with this formula, charge and spin: 666.85 kJ/mol

CARTESIAN COORDINATES (ANGSTROEM)
N1 -1.768 0.499 0.740
N2 1.116 0.995 0.610
N3 -0.109 -0.857 0.361
N4 0.022 0.339 0.996
C1 -1.561 -0.856 0.217
C2 0.766 -0.857 -0.720
C3 1.310 0.627 -0.780
H1 2.286 0.611 -1.058
H2 0.212 -0.850 -1.684
H3 -1.951 -1.483 0.983
H4 -2.085 1.195 0.115
H5 1.643 1.679 1.058
H6 -1.836 -0.859 -0.917
H7 0.593 1.210 -1.325
H8 -0.120 0.254 2.092
H9 1.483 -1.647 -0.688



A 2-piece molecular cluster, C3H9N4 overall at a distorted geometry, computed with ωB97M-V/def2-TZVPD.

- Total energy: -9205.52611 eV
- Kohn-Sham gap: 0.244 hartree
- 2S+1: 1
- F_max: 4.98 eV/A
- Net charge: +1
- E_HOMO: -13.16 eV
- ΔE to the lowest compared entry with this formula, charge and spin: 588.11 kJ/mol

CARTESIAN COORDINATES (ANGSTROEM)
N1 1.220 -1.753 0.825
N2 -0.308 1.850 -1.988
N3 1.524 -2.662 1.547
N4 -1.612 -0.877 0.938
C1 1.030 -0.702 0.296
C2 0.905 0.291 -0.564
C3 0.142 0.508 -1.763
H1 0.900 0.153 -2.524
H2 -0.540 2.304 -2.941
H3 -1.234 -1.802 0.729
H4 -0.624 -0.238 -1.668
H5 -0.391 2.379 -1.162
H6 -1.372 -0.746 1.882
H7 1.520 1.250 -0.250
H8 -2.676 -1.067 0.943
H9 1.285 -3.640 1.358